Record 1
{
  "formula": "C18H37N2ORuS",
  "method": "ωB97M-V/def2-TZVPD",
  "elements": ["Ru", "C", "C", "C", "C", "C", "C", "C", "C", "C", "C", "H", "H", "H", "H", "H", "H", "H", "H", "H", "H", "H", "H", "H", "H", "H", "C", "N", "C", "C", "C", "N", "C", "C", "H", "H", "H", "H", "H", "H", "H", "H", "H", "H", "H", "H", "H", "H", "H", "H", "C", "S", "C", "O", "H", "H", "H", "H", "H", "H"],
  "positions_angstrom": [[-0.05, 0.15, 0.17], [0.07, -1.96, 0.77], [1.50, -1.79, 0.57], [1.71, -1.61, -0.77], [0.40, -1.61, -1.44], [-0.55, -1.99, -0.51], [-1.88, -2.60, -0.77], [0.22, -1.53, -2.92], [2.96, -1.69, -1.58], [2.53, -2.02, 1.63], [-0.58, -2.39, 2.05], [-2.63, -2.25, -0.06], [-1.79, -3.68, -0.63], [-2.23, -2.43, -1.79], [0.85, -0.76, -3.37], [-0.81, -1.34, -3.20], [0.51, -2.48, -3.37], [3.05, -0.91, -2.33], [2.94, -2.64, -2.13], [3.87, -1.71, -0.97], [3.52, -1.69, 1.33], [2.59, -3.09, 1.84], [2.27, -1.53, 2.57], [-1.60, -2.03, 2.11], [-0.02, -2.04, 2.92], [-0.61, -3.48, 2.10], [-1.90, 2.92, 1.07], [-0.64, 2.18, 1.22], [-0.65, 1.51, 2.55], [0.45, 3.16, 1.11], [1.77, 2.48, 1.19], [1.90, 1.40, 0.19], [1.84, 1.96, -1.18], [3.26, 0.88, 0.42], [-1.92, 3.74, 1.80], [-2.74, 2.28, 1.26], [-1.97, 3.35, 0.07], [-0.52, 2.17, 3.41], [0.16, 0.78, 2.61], [-1.59, 0.98, 2.65], [0.37, 3.90, 1.91], [0.34, 3.69, 0.17], [1.93, 2.05, 2.18], [2.57, 3.21, 1.03], [2.32, 2.94, -1.22], [0.81, 2.08, -1.53], [2.36, 1.29, -1.87], [3.98, 1.69, 0.31], [3.50, 0.11, -0.30], [3.34, 0.48, 1.43], [-4.61, -0.37, -0.50], [-3.16, 0.64, -0.64], [-2.74, 0.34, -2.35], [-2.07, -0.03, 0.26], [-4.40, -1.40, -0.77], [-5.34, 0.07, -1.18], [-4.98, -0.29, 0.52], [-3.14, 1.16, -2.95], [-3.13, -0.61, -2.70], [-1.65, 0.35, -2.40]],
  "largest_force_ev_per_a": 1.6,
  "multiplicity": 2,
  "relative_energy_ev": 2.232,
  "orbital_gap_ev": [6.72, 8.02],
  "homo_energy_ev": [-13.722, -14.774],
  "e_tot_ha": -1385.24899,
  "total_charge": 2
}

---

Record 2
{
  "formula": "C52H134O38S8",
  "method": "ωB97M-V/def2-TZVPD",
  "elements": ["C", "O", "C", "C", "O", "C", "H", "H", "H", "H", "H", "H", "H", "H", "H", "H", "C", "O", "C", "C", "O", "C", "H", "H", "H", "H", "H", "H", "H", "H", "H", "H", "C", "O", "C", "C", "O", "C", "H", "H", "H", "H", "H", "H", "H", "H", "H", "H", "C", "O", "C", "C", "O", "C", "H", "H", "H", "H", "H", "H", "H", "H", "H", "H", "C", "O", "C", "C", "O", "C", "H", "H", "H", "H", "H", "H", "H", "H", "H", "H", "C", "O", "C", "C", "O", "C", "H", "H", "H", "H", "H", "H", "H", "H", "H", "H", "C", "O", "C", "C", "O", "C", "H", "H", "H", "H", "H", "H", "H", "H", "H", "H", "O", "S", "O", "O", "C", "C", "C", "H", "H", "H", "H", "H", "H", "H", "H", "O", "S", "O", "O", "C", "C", "C", "H", "H", "H", "H", "H", "H", "H", "H", "O", "S", "O", "O", "C", "C", "C", "H", "H", "H", "H", "H", "H", "H", "H", "O", "S", "O", "O", "C", "C", "C", "H", "H", "H", "H", "H", "H", "H", "H", "O", "S", "O", "O", "C", "C", "C", "H", "H", "H", "H", "H", "H", "H", "H", "O", "S", "O", "O", "C", "C", "C", "H", "H", "H", "H", "H", "H", "H", "H", "O", "S", "O", "O", "C", "C", "C", "H", "H", "H", "H", "H", "H", "H", "H", "O", "S", "O", "O", "C", "C", "C", "H", "H", "H", "H", "H", "H", "H", "H"],
  "positions_angstrom": [[-1.76, -1.75, 3.60], [-2.83, -2.75, 3.64], [-4.03, -2.09, 3.17], [-5.22, -2.99, 3.21], [-5.74, -2.92, 4.57], [-5.18, -3.86, 5.47], [-0.84, -2.27, 3.73], [-1.90, -0.91, 4.30], [-1.70, -1.23, 2.65], [-3.95, -1.73, 2.10], [-4.21, -1.16, 3.76], [-5.07, -4.02, 2.95], [-5.97, -2.46, 2.65], [-5.47, -3.52, 6.49], [-4.11, -3.94, 5.36], [-5.51, -4.89, 5.40], [5.07, -2.56, -4.04], [4.53, -1.53, -3.19], [4.10, -1.96, -1.94], [5.29, -2.02, -1.01], [5.77, -0.72, -0.58], [6.94, -0.28, -1.27], [5.70, -3.22, -3.47], [5.62, -2.10, -4.86], [4.25, -3.13, -4.45], [3.60, -2.92, -1.97], [3.31, -1.24, -1.61], [6.01, -2.68, -1.50], [4.98, -2.48, -0.05], [6.89, -0.35, -2.33], [7.92, -0.77, -0.93], [7.06, 0.75, -1.10], [3.32, 5.05, 0.08], [2.70, 6.31, -0.27], [3.59, 7.39, -0.17], [2.81, 8.73, -0.55], [2.30, 8.73, -1.84], [3.10, 8.85, -3.01], [2.87, 4.29, -0.53], [3.16, 4.80, 1.12], [4.38, 5.01, -0.05], [4.47, 7.18, -0.78], [4.02, 7.47, 0.87], [3.42, 9.62, -0.39], [2.01, 8.86, 0.22], [3.68, 7.96, -3.33], [3.79, 9.68, -2.88], [2.41, 9.14, -3.78], [1.83, -1.44, -4.77], [0.48, -1.75, -4.43], [-0.14, -0.58, -4.02], [-1.48, -0.99, -3.48], [-1.24, -1.46, -2.13], [-2.40, -1.82, -1.45], [2.47, -2.32, -4.82], [2.26, -0.81, -3.93], [1.93, -0.96, -5.72], [-0.27, 0.16, -4.90], [0.43, -0.07, -3.27], [-1.93, -1.78, -4.13], [-2.18, -0.21, -3.40], [-3.04, -0.92, -1.30], [-2.04, -2.31, -0.53], [-2.97, -2.50, -2.08], [2.46, -2.46, 1.35], [2.25, -1.18, 0.77], [0.92, -1.18, 0.23], [0.64, 0.25, -0.21], [0.47, 1.04, 0.96], [0.18, 2.43, 0.68], [2.54, -3.24, 0.60], [1.66, -2.67, 2.05], [3.37, -2.46, 1.97], [0.20, -1.55, 0.95], [0.81, -1.70, -0.73], [-0.19, 0.36, -0.93], [1.55, 0.53, -0.71], [-0.75, 2.57, 0.03], [1.02, 2.92, 0.17], [0.09, 2.93, 1.67], [-2.26, -6.40, 5.80], [-0.92, -5.97, 5.56], [-0.89, -4.53, 5.62], [0.53, -3.98, 5.59], [1.22, -4.18, 4.39], [1.77, -5.51, 4.18], [-2.91, -5.97, 5.06], [-2.66, -6.07, 6.75], [-2.31, -7.50, 5.80], [-1.45, -4.23, 6.49], [-1.42, -4.09, 4.76], [1.05, -4.51, 6.38], [0.58, -2.91, 5.75], [0.93, -6.19, 4.25], [2.64, -5.73, 4.80], [2.06, -5.37, 3.12], [-0.84, 4.30, 4.01], [-0.25, 5.50, 3.45], [0.87, 5.99, 4.12], [1.29, 7.25, 3.31], [0.34, 8.29, 3.52], [0.77, 9.52, 2.98], [0.01, 3.68, 4.36], [-1.39, 3.80, 3.20], [-1.50, 4.56, 4.86], [1.71, 5.33, 4.25], [0.65, 6.30, 5.13], [1.35, 7.01, 2.23], [2.24, 7.56, 3.70], [1.61, 9.96, 3.54], [-0.06, 10.25, 3.05], [1.03, 9.49, 1.95], [-1.84, 6.69, -3.99], [-1.94, 7.67, -2.92], [-3.16, 8.44, -2.84], [-1.55, 6.94, -1.62], [-1.74, 7.57, -0.28], [-0.77, 6.85, 0.64], [-0.60, 8.80, -3.18], [-2.79, 7.60, 0.02], [-1.43, 8.60, -0.38], [-0.86, 7.07, 1.73], [0.24, 7.04, 0.31], [-0.93, 5.78, 0.63], [-0.54, 9.58, -2.44], [-0.74, 9.23, -4.16], [0.31, 8.25, -3.15], [-3.89, 3.81, -2.20], [-3.13, 2.91, -2.99], [-1.94, 2.43, -2.40], [-4.11, 1.64, -3.42], [-5.38, 1.88, -4.09], [-6.11, 0.57, -4.12], [-2.67, 3.53, -4.56], [-5.19, 2.29, -5.07], [-5.93, 2.63, -3.53], [-6.79, 0.41, -3.32], [-5.36, -0.22, -4.35], [-6.72, 0.71, -5.00], [-3.55, 3.63, -5.22], [-1.83, 2.91, -4.91], [-2.27, 4.49, -4.39], [0.46, -7.06, -2.83], [0.98, -5.88, -3.44], [2.27, -5.86, -4.01], [-0.02, -5.39, -4.64], [-1.44, -5.48, -4.34], [-2.05, -6.91, -4.53], [0.78, -4.53, -2.24], [-1.73, -4.64, -5.02], [-1.59, -5.20, -3.31], [-3.16, -6.81, -4.28], [-1.62, -7.60, -3.78], [-1.90, -7.38, -5.55], [1.56, -4.64, -1.48], [-0.19, -4.56, -1.68], [0.85, -3.53, -2.71], [2.36, -6.12, -0.03], [3.32, -7.17, -0.11], [4.56, -7.00, 0.60], [2.72, -8.57, 0.33], [1.55, -9.11, -0.42], [0.29, -8.56, 0.22], [3.83, -7.56, -1.72], [1.68, -10.16, -0.18], [1.73, -8.91, -1.47], [-0.53, -8.97, -0.36], [0.30, -7.46, 0.29], [0.16, -8.89, 1.25], [2.88, -7.55, -2.31], [4.39, -8.50, -1.80], [4.44, -6.67, -2.06], [2.49, 4.81, -4.12], [1.53, 3.80, -3.76], [0.85, 3.10, -4.75], [2.27, 2.75, -2.82], [3.50, 2.18, -3.29], [4.72, 2.69, -2.69], [0.40, 4.55, -2.59], [3.60, 2.19, -4.38], [3.40, 1.15, -2.98], [4.72, 2.34, -1.68], [4.91, 3.78, -2.75], [5.58, 2.19, -3.19], [0.93, 5.37, -2.05], [0.05, 3.84, -1.87], [-0.43, 4.99, -3.10], [-6.91, 1.00, 0.12], [-6.65, 0.75, 1.51], [-7.08, -0.50, 2.09], [-5.10, 0.98, 1.80], [-4.33, 1.72, 0.80], [-2.93, 1.26, 0.94], [-7.42, 2.02, 2.46], [-4.40, 2.72, 1.14], [-4.83, 1.48, -0.16], [-2.52, 1.41, 1.92], [-2.24, 1.79, 0.29], [-2.88, 0.20, 0.69], [-7.21, 1.81, 3.50], [-8.50, 2.03, 2.30], [-6.98, 2.97, 2.14], [-3.97, -4.14, 0.31], [-3.52, -5.26, -0.47], [-3.14, -5.16, -1.86], [-2.28, -6.05, 0.20], [-1.85, -5.64, 1.58], [-0.81, -4.52, 1.56], [-4.70, -6.59, -0.26], [-1.40, -6.61, 1.86], [-2.78, -5.33, 2.10], [-0.50, -4.21, 2.57], [-1.18, -3.66, 0.98], [0.03, -4.94, 1.02], [-5.63, -6.23, -0.69], [-4.76, -6.65, 0.84], [-4.25, -7.47, -0.72], [2.56, 3.14, 2.63], [3.84, 2.50, 2.68], [4.98, 3.29, 3.00], [3.87, 1.42, 3.81], [2.86, 0.33, 3.81], [2.70, -0.12, 5.26], [4.07, 1.65, 1.24], [3.18, -0.46, 3.14], [1.94, 0.71, 3.32], [3.64, -0.37, 5.74], [2.07, -0.97, 5.16], [2.17, 0.60, 5.91], [4.30, 2.37, 0.49], [3.14, 1.11, 0.98], [4.97, 1.04, 1.18]],
  "largest_force_ev_per_a": 4.7,
  "multiplicity": 1,
  "relative_energy_ev": 0.000,
  "orbital_gap_ev": 9.55,
  "homo_energy_ev": -9.295,
  "e_tot_ha": -8105.80681
}

---

Record 3
{
  "formula": "C23H17BrIN5O6S2Ti",
  "method": "ωB97M-V/def2-TZVPD",
  "elements": ["Ti", "I", "C", "C", "C", "C", "C", "C", "C", "C", "C", "C", "H", "H", "H", "H", "H", "H", "O", "S", "O", "O", "C", "C", "C", "C", "C", "C", "S", "O", "O", "O", "H", "H", "H", "H", "N", "C", "C", "N", "C", "C", "N", "C", "C", "N", "H", "H", "H", "H", "H", "H", "Br", "N", "C", "H"],
  "positions_angstrom": [[0.59, -0.19, -0.27], [-2.20, -2.18, -2.68], [-3.53, -2.10, -1.07], [-4.44, -3.13, -1.04], [-5.39, -3.26, -0.01], [-5.41, -2.34, 0.99], [-4.50, -1.25, 1.01], [-4.57, -0.33, 2.07], [-3.72, 0.74, 2.12], [-2.77, 0.91, 1.10], [-2.65, 0.04, 0.04], [-3.53, -1.09, -0.03], [-4.42, -3.87, -1.83], [-6.08, -4.09, -0.03], [-6.13, -2.41, 1.80], [-5.32, -0.50, 2.84], [-3.77, 1.45, 2.93], [-2.09, 1.75, 1.15], [1.19, 1.37, -4.04], [1.65, 0.97, -2.73], [1.41, 1.91, -1.64], [1.11, -0.35, -2.30], [3.43, 0.72, -2.92], [3.87, 0.71, -4.24], [5.20, 0.49, -4.55], [6.11, 0.29, -3.52], [5.68, 0.30, -2.21], [4.34, 0.52, -1.88], [4.01, 0.59, -0.11], [5.12, -0.13, 0.49], [3.98, 2.00, 0.21], [2.73, -0.10, 0.07], [3.14, 0.87, -5.02], [5.51, 0.48, -5.59], [7.16, 0.11, -3.74], [6.37, 0.13, -1.40], [-0.56, -0.59, 3.86], [-1.09, -1.83, 3.45], [-0.84, -1.97, 2.13], [-0.23, -0.84, 1.63], [-0.12, 0.01, 2.69], [0.36, 1.28, 2.42], [0.61, 1.60, 1.14], [1.12, 2.87, 1.15], [1.17, 3.35, 2.41], [0.62, 2.36, 3.26], [-1.04, -0.03, 4.54], [-1.53, -2.52, 4.15], [-1.02, -2.82, 1.49], [1.44, 3.34, 0.24], [1.52, 4.29, 2.80], [1.01, 2.19, 4.17], [0.95, -2.85, -0.50], [-1.87, 1.23, -1.79], [-1.52, 0.38, -0.90], [-1.06, 1.50, -2.34]],
  "largest_force_ev_per_a": 0.6,
  "multiplicity": 3,
  "relative_energy_ev": 0.063,
  "orbital_gap_ev": [4.16, 6.26],
  "homo_energy_ev": [0.129, -1.972],
  "e_tot_ha": -6129.63999,
  "total_charge": -2
}

---

Record 4
{
  "formula": "C15H25ClGaKO",
  "method": "ωB97M-V/def2-TZVPD",
  "elements": ["C", "C", "C", "C", "O", "Ga", "C", "C", "C", "C", "C", "Cl", "C", "C", "C", "C", "C", "C", "H", "H", "H", "H", "H", "H", "H", "H", "H", "H", "H", "H", "H", "H", "H", "H", "H", "H", "H", "H", "H", "H", "H", "H", "H", "K"],
  "positions_angstrom": [[4.39, -0.04, 1.41], [3.83, -1.44, 0.85], [2.36, -1.16, 0.35], [1.31, -2.30, 0.67], [0.11, -1.82, 1.29], [-1.02, -0.96, 0.02], [-1.63, -2.23, -1.49], [-1.97, -3.69, -0.98], [-2.73, -0.44, 1.09], [-3.43, 0.81, 0.43], [-3.41, 2.05, 1.42], [-4.41, 3.44, 0.76], [-0.16, 0.79, -0.73], [0.16, 1.83, 0.30], [0.79, 3.08, -0.09], [1.14, 3.28, -1.59], [0.80, 2.26, -2.55], [0.14, 0.98, -2.15], [4.00, 0.80, 0.76], [3.94, 0.14, 2.42], [5.51, 0.01, 1.39], [4.45, -1.64, -0.07], [3.92, -2.26, 1.61], [2.32, -0.89, -0.75], [2.00, -0.23, 0.88], [1.07, -2.92, -0.25], [1.76, -3.03, 1.41], [-0.89, -2.26, -2.34], [-2.59, -1.82, -1.93], [-2.60, -3.70, -0.05], [-1.07, -4.35, -0.88], [-2.60, -4.19, -1.78], [-2.37, -0.16, 2.13], [-3.41, -1.33, 1.20], [-4.51, 0.58, 0.23], [-2.98, 1.08, -0.57], [-3.76, 1.72, 2.43], [-2.37, 2.46, 1.56], [-0.11, 1.61, 1.37], [1.04, 3.83, 0.76], [1.66, 4.25, -1.92], [1.05, 2.38, -3.63], [-0.12, 0.19, -2.90], [0.40, 5.30, -0.09]],
  "largest_force_ev_per_a": 5.9,
  "multiplicity": 1,
  "orbital_gap_ev": 5.60,
  "homo_energy_ev": -7.173,
  "e_tot_ha": -3646.50955
}

---

Record 5
{
  "formula": "C11H20NO4PSTc",
  "method": "ωB97M-V/def2-TZVPD",
  "elements": ["Tc", "O", "N", "C", "C", "C", "C", "C", "S", "H", "H", "H", "H", "C", "C", "O", "P", "O", "C", "C", "O", "C", "C", "H", "H", "H", "H", "H", "H", "H", "H", "H", "H", "H", "H", "H", "H", "H", "H"],
  "positions_angstrom": [[-1.14, -0.21, -1.26], [-2.73, -0.73, -0.43], [-3.43, 0.48, -0.36], [-4.67, 0.42, 0.25], [-5.48, 1.60, 0.36], [-5.02, 2.76, -0.13], [-3.71, 2.80, -0.77], [-2.91, 1.70, -0.90], [-1.31, 1.96, -1.72], [-4.98, -0.55, 0.62], [-6.44, 1.52, 0.85], [-5.58, 3.67, -0.07], [-3.38, 3.76, -1.15], [2.14, -2.77, 2.45], [1.85, -1.29, 2.35], [2.01, -0.86, 1.00], [0.66, -0.57, 0.16], [1.24, -0.79, -1.33], [1.46, -2.13, -1.76], [2.96, -2.41, -1.82], [0.67, 1.05, 0.22], [1.78, 1.80, -0.27], [2.61, 2.34, 0.88], [2.08, -3.11, 3.49], [3.14, -3.00, 2.07], [1.43, -3.35, 1.85], [2.59, -0.74, 2.95], [0.86, -1.06, 2.77], [1.04, -2.23, -2.76], [0.96, -2.88, -1.13], [3.46, -1.67, -2.45], [3.15, -3.41, -2.23], [3.41, -2.35, -0.83], [1.36, 2.64, -0.83], [2.42, 1.24, -0.96], [1.97, 2.87, 1.61], [3.37, 3.04, 0.52], [3.11, 1.54, 1.42], [-0.92, -1.08, -2.66]],
  "largest_force_ev_per_a": 5.2,
  "multiplicity": 3,
  "relative_energy_ev": 1.178,
  "orbital_gap_ev": [7.18, 7.29],
  "homo_energy_ev": [-11.066, -11.365],
  "e_tot_ha": -1606.82587,
  "total_charge": 1
}

---

> Number 5 is which compound?

C11H20NO4PSTc